The following is a quantum chemistry calculation of a 2-piece molecular cluster, C5H10O2 overall, from the OMol25 dataset.

Results
HOMO energy: -9.581 eV
Strongest force on any atom: 0.5 eV/A
Relative energy (zero: lowest compared OMol25 entry of this formula, charge and spin): 2.202 eV
DFT total energy: -9440.8414 eV
Lowest unoccupied orbital energy: 1.009 eV
SMILES string: C[C@H]1OCCC1=O.[H][H]

Geometry as XYZ:
```
17
C5H10O2 (ωB97M-V/def2-TZVPD)
C 1.894 0.001 -1.144
C 0.891 0.202 -0.025
O 0.207 1.436 -0.160
C -1.149 1.261 0.242
C -1.524 -0.151 -0.198
C -0.190 -0.871 -0.132
O 0.012 -2.058 -0.207
H 2.648 0.790 -1.166
H 1.365 -0.004 -2.103
H 2.377 -0.971 -1.010
H 1.378 0.139 0.963
H -1.732 2.045 -0.247
H -1.259 1.379 1.333
H -2.289 -0.650 0.402
H -1.838 -0.165 -1.249
H -0.409 -0.929 2.534
H -0.289 -1.582 2.203
```


The following is a quantum chemistry calculation of a 2-piece molecular cluster, C5H10O2 overall, from the OMol25 dataset.

Results
HOMO energy: -8.154 eV
Strongest force on any atom: 0.9 eV/A
Relative energy (zero: lowest compared OMol25 entry of this formula, charge and spin): 2.220 eV
DFT total energy: -9440.8227 eV
Lowest unoccupied orbital energy: 0.460 eV
SMILES string: C=C/C(O)=C/C.O

Geometry as XYZ:
```
17
C5H10O2 (ωB97M-V/def2-TZVPD)
C -1.186 -1.158 -1.027
C -0.194 -1.097 0.095
C -0.045 -0.014 0.866
O -0.676 1.177 0.640
C 0.868 0.085 2.026
C 2.046 -0.519 2.078
H -0.781 -0.887 -2.008
H -1.695 -2.119 -1.104
H -1.963 -0.414 -0.853
H 0.582 -1.846 0.139
H -0.872 1.275 -0.309
H 0.451 0.615 2.875
H 2.458 -0.988 1.191
H 2.724 -0.392 2.914
H -1.237 2.154 -2.940
H 0.216 2.011 -2.435
O -0.695 2.117 -2.146
```


The following is a quantum chemistry calculation of the molecule C5H10O2, from the OMol25 dataset.

Results
HOMO energy: -9.439 eV
Strongest force on any atom: 0.5 eV/A
Relative energy (zero: lowest compared OMol25 entry of this formula, charge and spin): 1.707 eV
DFT total energy: -9441.3362 eV
Lowest unoccupied orbital energy: 0.871 eV
SMILES string: CCC(=O)COC

Geometry as XYZ:
```
17
C5H10O2 (ωB97M-V/def2-TZVPD)
C -2.447 -0.875 -0.666
O -1.187 -0.431 -1.108
C -0.820 0.840 -0.631
C 1.177 -0.478 0.406
C 2.620 -0.310 0.886
C 0.463 0.840 0.200
O 0.869 1.896 0.636
H -2.481 -0.993 0.427
H -2.628 -1.845 -1.134
H -3.248 -0.184 -0.968
H -1.612 1.300 -0.025
H -0.642 1.510 -1.483
H 1.107 -1.050 -0.525
H 2.711 -0.443 1.968
H 3.280 -1.036 0.400
H 2.978 0.698 0.653
H 0.572 -1.050 1.126
```


The following is a quantum chemistry calculation of the molecule C5H10O2 in a non-equilibrium geometry, from the OMol25 dataset.

Results
HOMO energy: -9.840 eV
Strongest force on any atom: 1.2 eV/A
Relative energy (zero: lowest compared OMol25 entry of this formula, charge and spin): 2.127 eV
DFT total energy: -9440.9164 eV
Lowest unoccupied orbital energy: 0.661 eV
SMILES string: CC[C@@H](O)CC=O

Geometry as XYZ:
```
17
C5H10O2 (ωB97M-V/def2-TZVPD)
C -2.325 -0.715 -0.282
C -1.365 0.498 -0.436
C 0.015 0.134 0.217
O 0.337 -1.111 -0.351
C 1.361 0.945 0.045
C 2.666 0.070 0.533
O 2.677 -1.141 0.659
H -3.294 -0.553 -0.780
H -1.868 -1.608 -0.719
H -2.531 -0.932 0.777
H -1.268 0.710 -1.508
H -1.849 1.375 0.019
H -0.222 0.076 1.298
H 1.190 -1.371 0.047
H 1.444 1.877 0.624
H 1.401 1.223 -1.024
H 3.630 0.523 0.881
```


The following is a quantum chemistry calculation of the molecule C5H10O2, from the OMol25 dataset.

Results
HOMO energy: -9.591 eV
Strongest force on any atom: 0.9 eV/A
Relative energy (zero: lowest compared OMol25 entry of this formula, charge and spin): 1.329 eV
DFT total energy: -9441.7139 eV
Lowest unoccupied orbital energy: 0.829 eV
SMILES string: CC[C@H](O)CC=O

Geometry as XYZ:
```
17
C5H10O2 (ωB97M-V/def2-TZVPD)
C 0.265 0.195 0.056
C 0.559 -0.822 1.178
C -1.172 0.032 -0.453
C -1.527 1.104 -1.478
C 1.932 -0.621 1.753
O 1.204 0.084 -0.986
O 2.206 -0.669 2.919
H 1.063 -0.756 -1.440
H 0.402 1.209 0.446
H -0.188 -0.754 1.969
H 0.526 -1.832 0.756
H 2.700 -0.414 0.985
H -1.276 -0.959 -0.906
H -1.858 0.088 0.393
H -2.514 0.921 -1.894
H -1.522 2.087 -1.013
H -0.801 1.106 -2.287
```


The following is a quantum chemistry calculation of C5H10O2 as an isolated structure, from the OMol25 dataset.

Results
HOMO energy: -9.657 eV
Strongest force on any atom: 0.9 eV/A
Relative energy (zero: lowest compared OMol25 entry of this formula, charge and spin): 3.160 eV
DFT total energy: -9439.8827 eV
Lowest unoccupied orbital energy: 1.057 eV

Geometry as XYZ:
```
17
C5H10O2 (ωB97M-V/def2-TZVPD)
C -1.361 0.750 0.965
O -1.209 0.683 -0.489
C 0.078 0.506 -1.035
C 1.074 1.340 -0.253
O 1.222 0.240 0.676
C 0.802 -0.673 -0.378
C -0.023 -1.897 -0.028
H -0.490 0.916 1.615
H -2.047 1.574 1.110
H -1.784 -0.198 1.303
H 0.027 0.560 -2.131
H 0.654 2.260 0.172
H 2.031 1.541 -0.743
H 1.719 -0.957 -0.910
H 0.195 -2.694 -0.747
H 0.206 -2.274 0.972
H -1.093 -1.675 -0.098
```


The following is a quantum chemistry calculation of the molecule C5H10O2 in a non-equilibrium geometry, from the OMol25 dataset.

Results
HOMO energy: -10.463 eV
Strongest force on any atom: 4.9 eV/A
Relative energy (zero: lowest compared OMol25 entry of this formula, charge and spin): 1.734 eV
DFT total energy: -9441.3087 eV
Lowest unoccupied orbital energy: 0.799 eV
SMILES string: CC(C)CC(=O)O

Geometry as XYZ:
```
17
C5H10O2 (ωB97M-V/def2-TZVPD)
O 2.249 1.182 -0.968
C 1.946 0.439 0.009
O 2.463 0.722 1.321
C 0.898 -0.704 0.025
C -0.508 -0.040 0.234
C -0.874 0.814 -0.984
C -1.713 -1.056 0.511
H 3.068 1.538 1.169
H 1.239 -1.509 0.703
H 0.679 -1.197 -0.990
H -0.463 0.714 1.160
H -2.004 0.960 -1.174
H -0.563 0.256 -1.821
H -0.271 1.755 -0.816
H -1.535 -1.859 1.102
H -1.978 -1.529 -0.409
H -2.633 -0.487 0.929
```


The following is a quantum chemistry calculation of the molecule C5H10O2, from the OMol25 dataset.

Results
HOMO energy: -10.126 eV
Strongest force on any atom: 0.5 eV/A
Relative energy (zero: lowest compared OMol25 entry of this formula, charge and spin): 1.183 eV
DFT total energy: -9441.8600 eV
Lowest unoccupied orbital energy: 0.959 eV
SMILES string: CC[C@@H](O)CC=O

Geometry as XYZ:
```
17
C5H10O2 (ωB97M-V/def2-TZVPD)
C 1.774 0.801 -1.501
C 1.150 -0.250 -0.588
C -0.208 0.161 -0.029
O -1.177 0.026 -1.050
C -0.602 -0.705 1.167
C -1.960 -0.349 1.719
O -2.645 0.555 1.288
H 2.721 0.446 -1.920
H 1.101 1.049 -2.328
H 1.983 1.722 -0.944
H 1.018 -1.196 -1.129
H 1.829 -0.454 0.251
H -0.156 1.212 0.303
H -2.009 0.324 -0.652
H 0.131 -0.618 1.982
H -0.611 -1.764 0.869
H -2.338 -0.960 2.563
```


The following is a quantum chemistry calculation of the molecule C5H10O2 in a non-equilibrium geometry, from the OMol25 dataset.

Results
HOMO energy: -9.887 eV
Strongest force on any atom: 3.7 eV/A
Relative energy (zero: lowest compared OMol25 entry of this formula, charge and spin): 3.880 eV
DFT total energy: -9439.1632 eV
Lowest unoccupied orbital energy: 0.892 eV
SMILES string: OCCC1COC1

Geometry as XYZ:
```
17
C5H10O2 (ωB97M-V/def2-TZVPD)
O -1.002 -1.824 1.260
C -1.567 -0.563 1.398
C -0.588 0.702 0.756
C 0.295 0.149 -0.327
C 0.420 0.584 -1.789
O 1.811 0.221 -1.782
C 1.824 0.097 -0.350
H -0.460 -1.794 0.342
H -1.653 -0.238 2.444
H -2.533 -0.494 0.870
H -0.017 1.087 1.614
H -1.306 1.458 0.404
H 0.063 -1.054 -0.451
H 0.279 1.649 -2.023
H -0.170 -0.021 -2.487
H 2.218 -0.869 -0.013
H 2.386 0.909 0.133
```


The following is a quantum chemistry calculation of the molecule C5H10O2 in a non-equilibrium geometry, from the OMol25 dataset.

Results
HOMO energy: -9.872 eV
Strongest force on any atom: 1.6 eV/A
Relative energy (zero: lowest compared OMol25 entry of this formula, charge and spin): 2.384 eV
DFT total energy: -9440.6591 eV
Lowest unoccupied orbital energy: 0.953 eV
SMILES string: C[C@@]1(CCO)CO1

Geometry as XYZ:
```
17
C5H10O2 (ωB97M-V/def2-TZVPD)
C -1.176 -1.344 0.385
C -0.597 -0.104 -0.250
C 0.836 -0.213 -0.678
C 1.717 0.144 0.571
O 1.967 1.518 0.746
C -1.458 0.948 -0.777
O -0.826 1.110 0.489
H -1.382 -2.111 -0.369
H -0.472 -1.772 1.108
H -2.100 -1.097 0.910
H 1.098 0.487 -1.485
H 1.029 -1.232 -1.081
H 2.594 -0.373 0.230
H 1.278 -0.282 1.496
H 1.112 1.896 1.000
H -2.539 0.841 -0.719
H -1.079 1.584 -1.577
```


The following is a quantum chemistry calculation of the molecule C5H10O2, from the OMol25 dataset.

Results
HOMO energy: -9.719 eV
Strongest force on any atom: 0.5 eV/A
Relative energy (zero: lowest compared OMol25 entry of this formula, charge and spin): 1.523 eV
DFT total energy: -9441.5203 eV
Lowest unoccupied orbital energy: 0.882 eV
SMILES string: OC[C@H]1CCOC1

Geometry as XYZ:
```
17
C5H10O2 (ωB97M-V/def2-TZVPD)
O 2.395 0.163 0.862
C 1.597 -0.538 -0.073
C 0.151 -0.406 0.356
C -0.354 1.048 0.366
C -1.794 0.943 -0.181
O -2.078 -0.441 -0.327
C -0.849 -1.082 -0.586
H 3.318 0.072 0.596
H 1.709 -0.115 -1.085
H 1.881 -1.601 -0.121
H 0.037 -0.840 1.355
H -0.326 1.486 1.366
H 0.273 1.680 -0.272
H -1.886 1.446 -1.154
H -2.548 1.360 0.493
H -0.550 -0.938 -1.639
H -0.981 -2.154 -0.411
```


The following is a quantum chemistry calculation of an isolated ion of composition C5H10O2P and charge -1 in a non-equilibrium geometry, from the OMol25 dataset.

Results
HOMO energy: -2.416 eV
Net charge: -1
Strongest force on any atom: 4.7 eV/A
Relative energy (zero: lowest compared OMol25 entry of this formula, charge and spin): 1.694 eV
DFT total energy: -18731.3465 eV
Lowest unoccupied orbital energy: 4.139 eV
SMILES string: CC1=[P@]([O-])(O)CCC1

Geometry as XYZ:
```
18
C5H10O2P (ωB97M-V/def2-TZVPD)
C -0.300 0.892 0.344
C -1.444 -0.158 -0.002
C -0.773 -1.526 0.050
C 0.527 -1.470 0.797
C -0.278 2.326 -0.125
O 2.410 0.722 0.678
O 1.787 -0.519 -1.294
P 1.193 0.161 0.121
H -2.254 -0.012 0.697
H -1.844 -0.045 -1.065
H -1.438 -2.332 0.567
H -0.566 -2.041 -0.980
H 0.398 -1.531 1.921
H 0.918 -2.449 0.525
H -0.813 3.053 0.573
H -0.920 2.457 -1.013
H 0.811 2.446 -0.304
H 2.586 0.026 -1.489
```


The following is a quantum chemistry calculation of C5H10O3 as an isolated structure in a non-equilibrium geometry, from the OMol25 dataset.

Results
HOMO energy: -9.486 eV
Strongest force on any atom: 5.2 eV/A
Relative energy (zero: lowest compared OMol25 entry of this formula, charge and spin): 10.217 eV
DFT total energy: -11479.9693 eV
Lowest unoccupied orbital energy: -2.501 eV

Geometry as XYZ:
```
18
C5H10O3 (ωB97M-V/def2-TZVPD)
C 0.330 1.693 -0.696
C -0.624 1.032 0.202
C -1.006 -0.481 -0.262
C -0.630 -1.512 0.770
C 0.073 -1.513 -0.629
H 1.593 0.282 -0.878
H -0.017 1.550 -1.667
H 0.424 2.767 -0.590
H -1.403 1.752 0.187
H 0.901 1.434 1.479
H -1.993 -0.690 -0.823
H -1.301 -2.348 0.815
H -0.185 -0.977 1.609
H -0.706 -2.610 -1.098
H 1.533 -1.295 1.128
O 1.588 1.278 -0.389
O -0.030 0.837 1.570
O 1.452 -1.199 -0.729
```